Molecular formula: C84H210N14O28
Method: DFT, ωB97M-V with the def2-TZVPD basis set

Geometry as XYZ:
```
336
Properties=species:S:1:pos:R:3:forces:R:3
C 1.864 9.152 1.744 -0.5519 -1.6545 0.3350
O 2.056 7.861 1.093 0.9751 1.2642 0.9304
C 3.337 7.283 1.452 -1.4396 -1.0545 -1.3518
C 3.439 6.851 2.888 -2.1438 -1.1694 -0.4434
N 2.215 5.929 3.168 0.1764 1.6360 -0.8587
C 2.032 5.714 4.585 1.0532 0.0033 1.2921
C 0.624 5.619 5.092 -0.9496 0.1007 0.7959
O 0.014 6.868 4.803 0.7039 0.2052 -0.3128
C -1.340 6.975 5.089 -0.9326 -0.6450 -0.3574
H 0.798 9.217 1.743 -0.6681 0.8358 -0.3107
H 2.377 10.032 1.375 0.1705 -0.1046 -0.9010
H 2.108 9.109 2.794 0.2933 -0.2947 0.4866
H 4.076 7.975 1.112 0.9838 0.4022 0.0953
H 3.361 6.377 0.814 0.2573 0.3952 0.2882
H 3.525 7.706 3.527 -0.5119 0.6230 0.7836
H 4.378 6.337 3.049 0.0866 -0.6794 -0.0925
H 1.320 6.339 2.784 1.7571 -0.0949 0.3620
H 2.462 6.564 5.163 0.1151 -0.5038 -0.1519
H 2.545 4.779 4.859 0.0657 0.3168 0.2138
H 0.576 5.440 6.243 0.2578 0.0383 -1.8613
H 0.074 4.827 4.561 -0.0642 -0.1139 0.2597
H -1.668 7.979 4.801 0.0224 -0.2558 0.1896
H -1.549 6.765 6.127 0.0262 0.2939 0.7485
H -1.955 6.219 4.558 0.3041 0.3582 -0.2100
C -0.808 -5.792 2.733 0.3926 0.0008 0.0054
O -1.630 -4.678 2.876 -0.7274 0.4767 0.5742
C -2.991 -5.099 3.047 0.8295 -0.1978 0.0405
C -3.771 -4.013 3.756 -0.5416 -1.0515 1.0607
N -4.008 -2.828 3.003 2.0221 -2.2330 -1.4370
C -5.069 -2.910 2.098 0.5496 0.7371 -3.8473
C -6.394 -3.002 2.646 -2.0543 -2.8056 2.7594
O -6.677 -1.991 3.595 0.6493 -0.1901 -0.6298
C -8.057 -1.921 3.776 -0.8872 -0.7129 -1.1666
H 0.207 -5.423 2.547 -0.1507 -0.3309 0.0843
H -1.185 -6.355 1.906 0.1698 -0.6538 -1.0196
H -0.851 -6.496 3.580 0.1873 0.4293 0.2120
H -2.921 -6.018 3.691 -0.6562 0.6152 -0.5370
H -3.408 -5.342 2.037 0.0977 0.0044 0.7304
H -3.318 -3.759 4.708 0.7365 0.1100 -0.0518
H -4.705 -4.448 4.143 -0.1981 -0.3511 -0.3775
H -4.194 -2.113 3.594 -0.4281 2.8123 2.2357
H -4.965 -3.692 1.283 0.2272 0.3959 1.0916
H -5.044 -1.985 1.487 0.0414 -0.0725 0.1641
H -6.517 -4.010 3.269 -0.0082 1.4785 -1.4807
H -7.150 -2.991 1.858 0.0128 -0.1200 -0.0855
H -8.482 -2.774 4.403 0.5541 1.1252 -0.4958
H -8.524 -2.025 2.719 0.1185 0.5034 1.7460
H -8.183 -0.928 4.186 -0.8419 -0.0085 0.3177
C 3.126 -0.177 0.129 -0.2721 0.4029 1.3444
O 3.520 -0.937 1.280 0.0653 0.4754 -0.3957
C 2.553 -0.914 2.317 -0.0053 1.1553 -0.0365
C 3.191 -1.270 3.613 -0.2759 -0.3283 1.3409
N 3.623 -2.663 3.585 -0.1807 0.2397 -1.1954
C 4.241 -3.204 4.744 1.3973 0.1802 0.9115
C 5.636 -2.615 5.062 -1.0996 1.7069 -0.5271
O 6.543 -2.985 4.071 0.1374 -0.7583 -0.2062
C 7.814 -2.449 4.290 0.1504 -0.4446 1.9092
H 2.817 0.824 0.482 0.2282 -0.3126 -0.4237
H 2.284 -0.596 -0.407 -0.2667 -0.3690 -0.0557
H 3.963 -0.103 -0.540 0.4560 -0.0004 -0.1484
H 1.823 -1.656 2.105 -1.1195 -0.5681 -0.2578
H 2.037 0.082 2.429 0.5522 -0.7216 -0.3642
H 2.454 -1.187 4.428 -0.3159 -0.1393 -0.3332
H 3.893 -0.487 3.930 0.7471 -0.2441 -0.4209
H 4.147 -2.861 2.729 -0.0633 0.1250 0.4753
H 4.344 -4.297 4.677 -0.0390 0.2109 -0.2152
H 3.648 -3.018 5.640 -0.3727 0.0970 -0.0505
H 5.950 -2.843 6.063 0.4583 -0.7885 0.6392
H 5.585 -1.481 5.095 -0.2218 -0.8059 -0.1992
H 8.095 -2.551 5.394 0.0033 -0.2113 -1.3426
H 7.818 -1.408 4.107 -0.0799 1.4799 -0.3174
H 8.538 -2.891 3.627 0.1748 -0.4867 -0.0810
C -4.436 3.287 6.733 -0.2309 1.2291 1.0638
O -3.548 2.325 6.271 -0.1990 -0.4897 -0.2005
C -3.952 1.882 4.986 0.5595 0.2761 -0.4771
C -3.213 0.594 4.656 -1.4773 -1.0525 0.5673
N -1.821 0.694 4.502 1.4817 0.9732 0.5938
C -1.176 -0.439 3.844 1.3458 0.3266 1.9791
C -1.162 -1.741 4.693 0.2379 1.8537 -1.1337
O -0.244 -1.522 5.725 -0.3909 -0.6703 0.1558
C -0.021 -2.699 6.488 2.8302 1.5237 -0.7539
H -5.464 2.868 6.866 0.6032 0.3356 0.0027
H -4.478 4.159 6.056 -0.1902 -0.2732 -0.1081
H -4.054 3.723 7.694 -0.3947 -0.7353 -0.6552
H -3.707 2.700 4.255 -0.0314 -0.6890 0.2854
H -5.051 1.740 4.917 0.3909 -0.1586 0.2988
H -3.620 0.188 3.756 -0.4342 0.0287 -1.1630
H -3.462 -0.234 5.363 -0.3491 0.7093 0.2923
H -1.418 0.859 5.440 0.0641 -0.1496 -0.8989
H -0.125 -0.069 3.627 -1.0655 -0.9772 0.0754
H -1.678 -0.694 2.958 -0.6609 0.0346 -1.4996
H -0.915 -2.544 4.022 0.5053 -0.7202 -0.1442
H -2.166 -1.948 5.052 -0.2886 -0.0120 0.3959
H 0.744 -2.315 7.188 -0.2115 -0.8101 0.0131
H 0.440 -3.477 5.832 -0.5729 0.1916 0.6016
H -0.861 -2.996 7.041 -1.4007 -0.7195 0.5378
C -8.106 1.215 -1.534 0.5896 -0.5607 1.7093
O -7.523 -0.055 -1.267 1.5632 -0.0919 -1.0055
C -7.520 -0.456 0.075 -0.0289 -0.2303 1.3694
C -6.757 0.456 1.111 0.3040 -2.1235 -2.0171
N -5.417 0.603 0.511 -0.6193 1.2206 2.0298
C -4.757 1.771 1.111 0.6504 -0.1252 0.2528
C -5.108 3.201 0.599 -0.7381 -0.4215 1.6989
O -4.843 3.307 -0.737 0.8784 0.4358 -2.1249
C -3.759 4.198 -1.098 -0.3561 -0.8411 -0.5130
H -8.221 1.350 -2.584 -0.1698 -0.1745 -0.7523
H -7.491 2.036 -1.139 -0.0874 -0.1042 -0.0381
H -9.037 1.150 -0.991 -0.8473 0.7667 -0.1195
H -7.130 -1.499 0.133 -0.2481 0.7428 -0.3188
H -8.553 -0.423 0.366 -0.8829 -0.4910 0.5885
H -6.629 -0.071 2.099 -0.4678 0.5401 -0.9018
H -7.410 1.324 1.194 0.5031 0.6657 0.2851
H -5.436 0.565 -0.491 -0.0803 0.4897 -0.4044
H -3.673 1.605 1.013 -0.1624 0.4103 -0.2047
H -4.914 1.697 2.211 -0.1584 0.1810 -0.5647
H -4.550 3.941 1.184 0.3043 -0.1302 0.0948
H -6.168 3.523 0.772 0.4322 -0.7345 -0.0380
H -3.829 5.062 -0.467 0.1973 0.6922 0.2352
H -3.903 4.502 -2.152 -0.0807 -0.2010 0.5551
H -2.756 3.737 -1.026 -0.4861 0.0032 0.1721
C 5.560 -6.961 1.107 3.0443 0.6328 0.6366
O 6.495 -5.925 0.697 -1.0015 -0.9163 0.1111
C 6.134 -4.648 1.165 -1.3336 0.8581 0.3279
C 7.294 -3.732 0.887 -0.5221 0.9744 -0.0988
N 7.421 -3.683 -0.532 1.2182 -0.2422 -1.7395
C 8.319 -2.664 -1.128 -1.0089 -0.7470 -0.9552
C 9.823 -2.729 -0.800 -0.2317 1.6668 0.7536
O 10.340 -4.007 -0.689 0.6176 -0.2389 -0.4908
C 10.627 -4.375 0.653 0.8234 0.4328 -0.8016
H 4.641 -6.923 0.640 -2.0141 0.4284 -1.3062
H 5.421 -6.932 2.178 -0.0618 0.1414 0.4793
H 6.057 -7.887 0.868 0.0543 -0.3647 -0.1642
H 5.964 -4.694 2.244 -0.1424 0.0133 0.1514
H 5.201 -4.230 0.661 0.9081 -0.6532 0.3978
H 8.138 -4.182 1.390 0.4943 0.2114 0.4338
H 7.148 -2.666 1.203 -0.1418 -1.0066 0.3323
H 7.630 -4.636 -0.869 -0.0484 0.8556 0.0000
H 7.850 -1.676 -0.890 0.7332 -0.5080 -0.1338
H 8.234 -2.801 -2.247 -0.0756 0.1771 1.0670
H 10.053 -2.219 0.142 -0.4626 0.2282 0.1056
H 10.388 -2.108 -1.510 -0.1385 -0.4269 -0.4067
H 11.600 -4.900 0.653 -0.6502 -0.0726 0.1567
H 9.779 -4.968 0.917 -0.0307 -0.7449 1.0681
H 10.734 -3.462 1.273 -0.1547 -0.6515 -0.0330
C -1.651 5.592 1.725 0.3195 -1.9919 -0.3350
O -2.374 6.747 1.915 -0.7764 0.4090 -0.5767
C -1.537 7.863 1.785 1.0562 -0.1156 -0.2705
C -2.365 9.109 1.817 -1.6970 0.5537 0.5820
N -3.435 9.198 0.766 0.5396 -1.1424 0.7496
C -2.912 8.939 -0.571 -1.2899 -0.3044 -0.4283
C -4.104 8.796 -1.527 0.2188 0.6011 0.4568
O -4.657 7.503 -1.309 -0.7968 0.2310 -0.6821
C -5.892 7.383 -2.031 0.9714 -0.2739 0.2557
H -2.265 4.744 2.062 0.1356 0.1881 0.0482
H -0.743 5.614 2.337 0.1750 -0.1390 0.0245
H -1.355 5.324 0.669 -0.2806 0.7739 0.6116
H -0.914 7.770 0.861 -0.4568 0.1418 0.4344
H -0.825 7.807 2.622 0.0930 0.4189 -0.0273
H -1.741 10.023 1.877 -0.2522 -0.4410 -0.4697
H -2.956 9.104 2.763 0.5444 -0.0099 -0.3619
H -4.102 8.403 0.962 0.9465 1.1538 -0.1617
H -2.446 7.942 -0.668 0.4069 0.3381 0.1082
H -2.232 9.729 -0.906 -0.0298 -0.1623 0.1530
H -3.719 8.961 -2.537 -0.1915 -0.4485 -0.3813
H -4.912 9.543 -1.367 0.5876 -0.1144 0.1609
H -6.342 6.433 -1.839 -0.2201 -0.6369 0.7101
H -5.707 7.340 -3.089 0.2083 0.4679 -0.7726
H -6.582 8.180 -1.792 -0.1945 0.3169 0.1075
C -5.429 -6.468 -0.621 0.8199 1.5361 -1.6623
O -4.525 -5.384 -0.929 -0.3928 0.2868 -0.4317
C -4.778 -4.580 -2.112 0.5679 -1.3512 -0.1832
C -5.763 -3.428 -1.928 -0.7362 -2.2250 -1.1099
N -5.583 -2.440 -2.983 -0.9969 -0.6447 0.6813
C -4.476 -1.512 -2.831 -1.3317 2.2253 0.1874
C -4.388 -0.696 -4.105 1.1465 0.8164 -1.6746
O -5.199 0.459 -4.197 -0.6381 0.2419 0.2992
C -4.557 1.610 -3.685 -0.7741 0.7570 0.0469
H -4.889 -7.398 -0.822 -0.2269 -0.0937 0.7628
H -6.235 -6.410 -1.341 -0.5981 -0.2220 -0.0212
H -5.787 -6.222 0.360 -0.2306 -0.8322 0.6505
H -4.960 -5.235 -3.030 0.0666 0.8051 1.0969
H -3.809 -4.116 -2.198 0.4096 0.2063 -0.6133
H -5.550 -3.161 -0.930 -0.0192 1.2119 1.4313
H -6.812 -3.846 -1.971 0.8947 0.6613 0.0317
H -6.491 -1.953 -2.991 0.9300 0.3302 -0.3573
H -3.515 -1.915 -2.651 0.7831 -1.2065 0.2084
H -4.659 -0.790 -2.006 0.1315 -0.3184 -0.0261
H -4.725 -1.362 -4.893 -0.0631 -0.0813 -0.3051
H -3.382 -0.306 -4.438 -0.3361 -0.9951 0.8168
H -5.297 2.274 -3.211 0.0655 -0.3616 -0.1289
H -4.050 2.236 -4.446 -0.0120 -0.6136 -0.0140
H -3.864 1.329 -2.916 0.6022 0.0017 0.4852
C 4.026 2.510 -3.058 -0.9899 -0.5504 0.4073
O 4.121 2.607 -1.659 -0.4227 0.2348 -0.3646
C 5.073 3.561 -1.313 1.3067 -0.0278 -0.5636
C 4.981 3.714 0.189 -0.5915 -0.7555 -0.4118
N 5.302 2.489 0.886 1.1900 0.3200 -0.5274
C 5.315 2.627 2.301 -0.9300 0.7367 0.4593
C 6.471 3.442 2.895 0.7418 -1.6739 -2.7946
O 6.412 3.369 4.231 -0.0230 -0.8711 3.6832
C 6.864 2.132 4.809 0.7885 1.6694 1.6428
H 3.358 1.671 -3.229 -0.1921 0.0436 -0.4708
H 4.974 2.322 -3.500 1.1103 -0.3814 -0.4000
H 3.665 3.433 -3.504 -0.3925 0.2608 -0.0379
H 4.938 4.533 -1.894 -0.1416 -0.8306 0.8395
H 6.088 3.152 -1.660 -0.9125 0.6599 0.7251
H 3.924 4.002 0.451 0.8387 0.4908 -0.1382
H 5.749 4.406 0.464 -0.0069 1.0267 0.4400
H 4.890 1.662 0.517 -0.4852 -0.3037 -0.0651
H 5.232 1.651 2.776 0.2300 -0.0577 -0.0480
H 4.466 3.221 2.662 -0.7056 -0.2172 -0.0119
H 6.378 4.500 2.651 0.2811 -0.0673 -0.3718
H 7.396 2.951 2.477 -0.2004 0.9102 0.2377
H 6.529 1.246 4.343 -0.5898 -0.8849 -0.8690
H 6.576 2.073 5.892 -0.1180 0.3826 -1.0490
H 7.960 2.141 4.829 0.0098 -0.1216 -0.2679
C -5.842 -6.643 -5.903 -0.0034 -1.2248 -0.6964
O -4.722 -5.924 -6.340 0.3344 -0.7381 -0.3708
C -4.859 -4.541 -6.473 0.0047 0.7615 1.0694
C -3.597 -3.999 -7.123 0.1593 -0.3558 0.6873
N -2.325 -4.335 -6.428 -1.1585 3.7185 0.0036
C -2.294 -3.657 -5.079 -1.4216 -2.6901 -0.1391
C -0.995 -4.021 -4.357 0.1444 0.4813 -1.1948
O -0.868 -5.418 -4.126 -0.0605 0.0375 0.2305
C -1.656 -5.947 -3.078 -0.5243 0.5991 -0.4442
H -5.543 -7.693 -5.667 0.0363 0.8073 -0.3937
H -6.672 -6.701 -6.648 0.5379 0.2806 0.3404
H -6.197 -6.239 -4.991 -0.7060 0.6195 1.0400
H -5.069 -4.052 -5.488 0.2554 -0.4046 -0.3582
H -5.685 -4.234 -7.096 -0.6404 -0.2152 -0.5165
H -3.729 -2.935 -7.157 0.1808 0.8003 0.0032
H -3.636 -4.324 -8.156 0.5961 -0.3307 -0.2033
H -2.349 -5.284 -6.322 0.2876 -3.0934 0.5842
H -3.155 -4.023 -4.397 1.0030 0.4531 -0.9299
H -2.539 -2.636 -5.300 0.6174 0.8340 0.3496
H -0.926 -3.434 -3.432 0.2847 -0.1865 0.0138
H -0.166 -3.805 -5.068 -0.3474 0.1138 0.7239
H -2.642 -6.271 -3.401 -0.2939 0.0839 -0.3125
H -1.799 -5.241 -2.275 0.0099 0.5097 0.3741
H -1.188 -6.801 -2.660 0.7766 -0.8432 0.2137
C -0.646 2.528 -5.988 -0.5426 -0.1249 1.0687
O -0.437 1.302 -5.313 0.1666 0.8781 0.6558
C -0.301 1.492 -3.870 -2.3348 -0.3488 -0.9574
C 0.076 0.101 -3.456 -0.0114 -0.0826 0.0666
N 1.453 -0.117 -3.874 -0.2693 -1.3904 0.5327
C 1.735 -1.518 -3.506 1.0676 0.7998 2.1659
C 3.221 -1.649 -3.224 0.6682 2.2412 -0.3328
O 3.952 -1.425 -4.431 -0.0580 -0.2054 -0.0643
C 5.327 -1.225 -4.180 -0.7219 -0.7396 2.6472
H -0.379 2.389 -7.011 -0.0086 -0.0665 -0.7743
H 0.010 3.275 -5.546 0.0744 0.3903 -0.1161
H -1.707 2.868 -5.885 0.6265 -0.1733 -0.1606
H -1.279 1.919 -3.483 0.7239 -0.8034 -0.1421
H 0.429 2.242 -3.612 0.7017 0.0585 -0.1432
H -0.563 -0.661 -3.909 -0.5567 0.2654 -0.6365
H -0.044 -0.203 -2.423 0.3490 0.9302 0.5852
H 1.472 -0.108 -4.880 0.0406 0.4677 -0.3643
H 1.394 -2.254 -4.215 -0.2203 -0.3137 -0.3554
H 1.227 -1.679 -2.507 0.5282 -0.2945 -1.1151
H 3.524 -2.588 -2.843 0.1202 -1.2652 0.7234
H 3.565 -0.813 -2.512 -0.7706 -1.1935 -0.6445
H 5.450 -0.276 -3.583 0.2290 -0.8081 -0.5108
H 5.795 -1.196 -5.105 0.9770 0.4098 -1.7013
H 5.796 -2.109 -3.606 -0.7048 1.2042 -0.5051
C -1.301 5.237 -3.364 1.1842 1.2955 -0.4879
O -0.779 4.713 -2.112 -0.3234 0.7614 -1.4103
C 0.636 4.545 -2.134 0.8794 0.2827 0.3280
C 1.372 5.593 -1.307 1.5630 0.1844 -1.0135
N 1.515 6.866 -2.060 1.0546 -0.5114 0.7155
C 0.485 7.823 -1.942 -0.6792 1.6558 0.5974
C 0.951 9.215 -2.447 -0.8411 0.9227 -0.6620
O -0.136 10.163 -2.363 0.2284 -0.5136 1.2742
C -0.745 10.592 -3.535 -1.8237 -0.7492 -0.4171
H -1.418 4.421 -4.122 -0.2111 0.7527 0.7196
H -0.628 6.062 -3.819 -0.3617 -1.6491 0.5982
H -2.190 5.880 -3.212 -0.0785 -1.1203 0.3382
H 1.088 4.663 -3.144 -0.5986 -0.5442 0.3232
H 0.882 3.578 -1.672 -0.2425 -0.0300 -0.4615
H 2.461 5.250 -1.236 -1.4622 0.0134 0.2726
H 0.917 5.656 -0.314 0.1149 0.3810 0.1292
H 2.341 7.365 -1.762 0.4838 -0.4923 0.2632
H 0.021 7.936 -0.921 0.6547 -0.0093 -0.6365
H -0.292 7.494 -2.582 -1.2315 0.1104 -0.5909
H 1.205 9.270 -3.496 0.3490 -0.9932 -0.5565
H 1.844 9.676 -1.980 -0.5250 -0.5509 0.5514
H -1.184 9.809 -4.226 0.4546 0.1591 0.9806
H -0.119 11.162 -4.161 1.1616 0.9050 -0.6967
H -1.593 11.236 -3.239 0.3584 -0.2482 -0.0461
C 0.929 2.433 0.889 -1.5795 -1.1367 -1.6602
O 0.336 1.422 0.044 0.7100 0.4789 -0.2990
C -0.935 1.118 0.505 -1.5519 1.4616 0.8217
C -1.518 -0.122 -0.109 0.5319 -0.5153 2.0814
N -0.634 -1.263 0.113 -1.1810 -0.0561 -0.4107
C -1.271 -2.484 -0.375 0.9144 -1.0838 2.1355
C -0.255 -3.606 0.021 -2.7474 -0.9690 -3.3795
O 0.926 -3.422 -0.728 -0.8365 0.1086 0.6192
C 2.010 -3.964 -0.030 0.9380 -1.5596 -1.4972
H 1.237 1.974 1.787 0.3589 -0.1329 1.3072
H 0.210 3.210 0.992 -0.7416 0.7841 0.7281
H 1.705 2.858 0.340 1.7529 0.4693 -0.7316
H -1.694 1.946 0.304 0.8969 -0.3836 -0.1758
H -0.908 1.128 1.612 -0.1163 -0.7073 -0.2124
H -1.778 0.067 -1.138 -0.3621 -0.0781 -0.6339
H -2.391 -0.376 0.528 -0.1267 0.3855 -0.7781
H 0.186 -1.187 -0.448 0.9240 0.4425 -0.2248
H -1.499 -2.419 -1.429 -0.1878 -0.3057 -0.5970
H -2.179 -2.704 0.235 0.3094 0.3145 -0.5694
H -0.721 -4.648 -0.242 0.8274 1.5019 0.5830
H -0.169 -3.510 1.061 0.6646 0.0076 1.5882
H 2.821 -3.951 -0.802 -0.1336 -0.0380 1.1045
H 1.821 -5.067 0.225 0.2079 1.3704 -0.0583
H 2.228 -3.368 0.846 0.3218 -0.0363 0.3585
C 2.676 -12.728 -0.875 -0.5092 0.6970 1.2336
O 1.756 -11.788 -1.433 0.5665 -0.7908 0.6567
C 2.401 -10.788 -2.177 0.3739 -1.3286 -1.7348
C 2.437 -9.454 -1.530 -0.7152 1.3189 0.0576
N 2.811 -8.389 -2.474 -0.7305 -1.3385 -1.0169
C 2.221 -7.113 -2.095 -0.7102 0.4328 0.3215
C 2.716 -5.967 -2.973 0.7426 -0.9298 -0.6741
O 3.993 -5.489 -2.536 0.6899 0.1794 -0.8188
C 5.146 -5.675 -3.382 0.7344 -0.9829 0.1130
H 3.331 -13.206 -1.620 -0.4895 -0.0661 0.1357
H 2.061 -13.406 -0.259 0.3742 -0.1652 -0.7084
H 3.308 -12.214 -0.130 0.1384 -0.0781 -0.3178
H 1.791 -10.779 -3.096 0.2640 0.6333 -0.0441
H 3.410 -11.152 -2.500 -0.5441 0.4712 0.2969
H 3.131 -9.388 -0.731 0.7532 -0.2900 1.0236
H 1.442 -9.259 -1.092 0.0053 -0.1240 -0.1065
H 2.381 -8.735 -3.375 0.6606 1.1152 0.9504
H 2.337 -6.915 -0.989 0.5146 -0.1448 -1.1567
H 1.119 -7.132 -2.195 0.0256 -0.0751 -0.1405
H 1.991 -5.170 -2.985 -0.1832 0.6169 0.4000
H 2.727 -6.312 -4.045 0.2930 0.1208 0.8669
H 5.739 -6.616 -3.144 -0.9624 0.8597 0.0522
H 5.883 -4.858 -3.315 -0.6500 0.0602 0.6393
H 4.952 -5.725 -4.456 -0.7083 -0.0692 0.0337
```
Forces are in eV/Å.

Summary:
HOMO-LUMO gap	0.3202	Ha
max |F|	4.46	eV/Å

Atom charges from the Löwdin analysis, given in e for atoms 1 to 6: -0.060, -0.221, -0.210, -0.160, -0.018, -0.253